{
  "formula": "C5H8Br2F5N2O4RhTe",
  "method": "the ωB97M-V functional and the def2-TZVPD basis",
  "homo_ev": [-10.0, -10.8],
  "s_squared": 6.03,
  "orbital_gap_ev": [9.3, 6.7],
  "relative_energy_kcal_mol": 16.2,
  "e_lumo_ev": [-0.71, -4.10],
  "multiplicity": 5,
  "total_charge": 0,
  "symbols": ["Rh", "N", "C", "C", "O", "N", "C", "C", "O", "O", "H", "H", "H", "H", "H", "H", "Br", "C", "Br", "H", "H", "F", "Te", "F", "F", "F", "F", "O"],
  "xyz": [[0.206, -0.068, -0.021], [-0.070, -2.114, 1.137], [-1.488, -2.101, 1.505], [-1.855, -0.731, 2.038], [-2.536, -0.542, 3.012], [-1.285, 0.307, 1.270], [-1.206, 1.569, 1.851], [0.422, 1.832, 2.112], [0.668, 2.642, 2.953], [1.153, 1.129, 1.330], [0.168, -2.792, 0.417], [0.544, -2.202, 1.935], [-1.747, -2.830, 2.269], [-2.081, -2.291, 0.611], [-1.744, 1.657, 2.787], [-1.448, 2.385, 1.166], [-1.092, 2.142, -1.732], [0.338, 3.414, -2.113], [2.043, 2.596, -2.336], [0.389, 4.104, -1.285], [0.073, 3.904, -3.037], [-0.775, -1.085, -1.401], [1.437, -1.600, -2.557], [0.927, -3.030, -1.357], [2.536, -0.595, -3.729], [3.107, -2.238, -2.038], [1.594, -3.050, -3.770], [1.723, -0.413, -1.018]],
  "lowdin_charge": [1.203, 0.015, -0.138, -0.443, 0.135, -0.074, -0.109, -0.548, 0.165, -0.112, 0.067, 0.116, 0.129, 0.132, 0.124, 0.096, 0.677, -1.014, 0.679, 0.002, -0.002, -0.592, 1.923, -0.466, -0.465, -0.400, -0.429, -0.669]
}


{
  "formula": "C36H49BCoN5O4",
  "method": "the ωB97M-V functional and the def2-TZVPD basis",
  "homo_ev": [-7.6, -7.6],
  "orbital_gap_ev": [6.6, 6.6],
  "relative_energy_kcal_mol": 0.0,
  "e_lumo_ev": [-0.95, -0.96],
  "total_charge": 0,
  "symbols": ["Co", "O", "C", "O", "C", "C", "C", "N", "C", "C", "C", "O", "O", "H", "H", "H", "N", "C", "C", "C", "N", "H", "H", "H", "H", "H", "H", "H", "H", "H", "H", "C", "C", "C", "C", "C", "C", "C", "C", "C", "C", "C", "C", "N", "B", "N", "C", "C", "C", "C", "C", "C", "C", "C", "C", "C", "C", "C", "C", "C", "H", "H", "H", "H", "H", "H", "H", "H", "H", "H", "H", "H", "H", "H", "H", "H", "H", "H", "H", "H", "H", "H", "H", "H", "H", "H", "H", "H", "H", "H", "H", "H", "H", "H", "H", "H"],
  "xyz": [[-0.259, 0.279, 1.329], [-1.334, 1.419, 8.182], [-0.330, 0.882, 7.686], [0.700, 0.407, 8.181], [-0.380, 0.793, 6.132], [-1.484, 1.276, 5.439], [-1.516, 1.176, 4.065], [-0.522, 0.627, 3.359], [0.550, 0.165, 4.024], [0.660, 0.233, 5.398], [1.626, -0.435, 3.149], [2.713, -0.723, 3.588], [1.275, -0.599, 1.888], [-2.292, 1.715, 6.011], [-2.375, 1.542, 3.510], [1.535, -0.143, 5.911], [-1.215, -1.370, 1.477], [-2.542, -1.536, 0.860], [-3.427, -0.314, 1.041], [-2.957, 0.883, 0.228], [-1.729, 1.488, 0.789], [-0.579, -2.095, 1.139], [-1.285, -1.497, 2.485], [-3.022, -2.423, 1.279], [-2.375, -1.721, -0.197], [-3.511, -0.052, 2.101], [-4.434, -0.574, 0.710], [-3.745, 1.637, 0.171], [-2.722, 0.566, -0.788], [-1.973, 2.029, 1.616], [-1.357, 2.161, 0.117], [-2.760, 2.559, -3.051], [-1.259, 2.279, -3.134], [-0.763, 2.535, -4.562], [-0.448, 3.089, -2.141], [-0.662, 4.460, -2.061], [0.109, 5.255, -1.230], [1.114, 4.677, -0.481], [1.365, 3.305, -0.522], [2.450, 2.806, 0.417], [1.802, 2.587, 1.781], [3.294, 1.606, -0.013], [0.555, 2.506, -1.338], [0.755, 1.087, -1.417], [0.310, -0.004, -0.571], [0.651, -1.186, -1.333], [1.319, -0.791, -2.494], [1.375, 0.548, -2.549], [0.416, -2.568, -1.026], [1.329, -3.226, -0.183], [1.022, -4.515, 0.251], [-0.125, -5.157, -0.178], [-0.936, -4.546, -1.118], [-0.679, -3.258, -1.586], [-1.505, -2.822, -2.797], [-2.277, -1.508, -2.704], [-0.662, -2.841, -4.079], [2.681, -2.624, 0.143], [3.274, -3.125, 1.456], [3.645, -2.930, -1.012], [-3.305, 1.860, -3.688], [-3.002, 3.566, -3.394], [-3.141, 2.458, -2.033], [-1.098, 1.227, -2.914], [-0.916, 3.581, -4.838], [-1.309, 1.913, -5.273], [0.299, 2.314, -4.663], [-1.430, 4.916, -2.672], [-0.064, 6.322, -1.181], [1.733, 5.297, 0.156], [3.141, 3.647, 0.527], [0.922, 1.936, 1.676], [1.427, 3.517, 2.210], [2.473, 2.104, 2.492], [2.762, 0.661, 0.082], [4.170, 1.548, 0.635], [3.640, 1.711, -1.042], [1.725, -1.510, -3.184], [1.835, 1.177, -3.292], [1.698, -5.020, 0.926], [-0.359, -6.152, 0.178], [-1.783, -5.088, -1.523], [-2.251, -3.612, -2.915], [-1.626, -0.693, -2.394], [-3.118, -1.575, -2.012], [-2.689, -1.256, -3.683], [-0.059, -1.939, -4.172], [-1.320, -2.887, -4.949], [0.000, -3.708, -4.108], [2.565, -1.545, 0.217], [3.627, -4.156, 1.369], [2.557, -3.069, 2.274], [4.124, -2.506, 1.739], [3.775, -4.009, -1.126], [4.623, -2.491, -0.809], [3.284, -2.531, -1.961]],
  "lowdin_charge": [0.485, -0.035, -0.694, -0.019, -0.067, 0.018, -0.109, 0.023, -0.163, 0.086, -0.539, 0.108, -0.121, 0.119, 0.095, 0.135, 0.042, -0.176, -0.150, -0.198, 0.024, 0.102, 0.130, 0.134, 0.083, 0.112, 0.125, 0.123, 0.096, 0.098, 0.095, -0.056, -0.371, -0.044, -0.140, -0.032, -0.059, -0.031, -0.123, -0.333, -0.013, -0.036, -0.126, 0.040, -0.367, 0.074, -0.072, -0.063, -0.125, -0.128, -0.021, -0.061, -0.042, -0.134, -0.344, -0.058, -0.051, -0.361, -0.069, -0.039, 0.084, 0.077, 0.059, 0.098, 0.084, 0.084, 0.071, 0.112, 0.109, 0.120, 0.135, 0.040, 0.101, 0.102, 0.053, 0.093, 0.087, 0.120, 0.129, 0.111, 0.107, 0.112, 0.123, 0.048, 0.073, 0.090, 0.056, 0.083, 0.090, 0.100, 0.078, 0.076, 0.087, 0.087, 0.086, 0.059]
}


{
  "formula": "C42H42MnO3P2",
  "method": "the ωB97M-V functional and the def2-TZVPD basis",
  "homo_ev": [-7.0, -5.3],
  "s_squared": 9.03,
  "orbital_gap_ev": [6.9, 2.3],
  "relative_energy_kcal_mol": 109.6,
  "e_lumo_ev": [-0.09, -3.01],
  "multiplicity": 6,
  "total_charge": 0,
  "symbols": ["Mn", "C", "C", "C", "C", "C", "C", "C", "C", "C", "H", "H", "H", "H", "H", "H", "H", "H", "H", "H", "H", "H", "H", "H", "H", "P", "P", "C", "C", "C", "C", "C", "C", "C", "C", "C", "C", "C", "C", "C", "C", "C", "C", "C", "C", "C", "C", "C", "C", "C", "C", "C", "C", "H", "H", "H", "H", "H", "H", "H", "H", "H", "H", "H", "H", "H", "H", "H", "H", "H", "H", "H", "H", "H", "H", "O", "C", "C", "C", "C", "C", "C", "C", "O", "O", "H", "H", "H", "H", "H"],
  "xyz": [[1.530, -0.671, -4.513], [-2.087, -0.156, -0.621], [-2.888, -0.319, -1.660], [-3.371, 0.827, -2.540], [-2.213, 1.503, -3.307], [-1.203, 2.357, -2.541], [-1.017, 2.472, -1.217], [-2.097, 2.355, -0.218], [-2.279, 0.947, 0.377], [2.981, -1.169, -2.999], [-1.282, -0.850, -0.396], [-3.279, -1.296, -1.946], [-3.963, 1.567, -1.975], [-4.059, 0.403, -3.307], [-1.671, 0.731, -3.866], [-2.659, 2.170, -4.063], [-0.493, 2.849, -3.234], [-0.035, 2.727, -0.815], [-3.038, 2.643, -0.699], [-1.889, 3.068, 0.605], [-1.660, 0.801, 1.275], [-3.324, 0.892, 0.747], [2.545, -1.647, -2.132], [3.301, -0.147, -2.783], [3.761, -1.782, -3.460], [0.044, -1.774, -8.064], [1.608, 0.503, -8.318], [-0.902, -0.324, -8.629], [-0.127, 0.762, -8.840], [-0.492, -2.948, -9.437], [-1.541, -2.693, -10.338], [-1.938, -3.660, -11.262], [-1.281, -4.890, -11.330], [-0.190, -5.126, -10.481], [0.219, -4.159, -9.567], [-0.920, -2.301, -6.612], [-0.555, -1.753, -5.373], [-1.293, -2.070, -4.227], [-2.424, -2.900, -4.346], [-2.789, -3.427, -5.590], [-2.013, -3.147, -6.727], [2.416, 0.950, -9.969], [2.193, 0.053, -11.032], [2.648, 0.347, -12.319], [3.348, 1.538, -12.567], [3.605, 2.413, -11.504], [3.158, 2.114, -10.210], [1.909, 1.988, -7.352], [3.147, 2.079, -6.691], [3.463, 3.229, -5.969], [2.548, 4.297, -5.921], [1.298, 4.178, -6.530], [0.962, 3.013, -7.223], [-1.981, -0.394, -8.811], [-0.445, 1.714, -9.302], [-2.059, -1.733, -10.332], [-2.773, -3.448, -11.941], [-1.608, -5.651, -12.042], [0.341, -6.076, -10.543], [1.094, -4.331, -8.941], [0.191, -0.921, -5.468], [-0.997, -1.680, -3.244], [-3.022, -3.141, -3.465], [-3.669, -4.061, -5.696], [-2.262, -3.581, -7.693], [1.637, -0.865, -10.850], [2.452, -0.349, -13.132], [3.686, 1.772, -13.575], [4.153, 3.338, -11.690], [3.380, 2.809, -9.397], [3.850, 1.247, -6.749], [4.420, 3.303, -5.455], [2.815, 5.217, -5.400], [0.567, 4.992, -6.476], [-0.019, 2.918, -7.677], [1.336, 2.613, 3.594], [1.106, 1.409, 3.915], [0.947, 0.987, 5.294], [0.632, -0.312, 5.623], [0.421, -1.265, 4.626], [0.593, -0.925, 3.269], [0.940, 0.358, 2.881], [1.078, 0.669, 1.422], [1.036, -0.214, 0.558], [1.217, 1.980, 1.123], [1.269, 2.468, 1.975], [1.071, 1.755, 6.058], [0.542, -0.588, 6.669], [0.133, -2.285, 4.884], [0.460, -1.665, 2.479]],
  "lowdin_charge": [0.653, -0.115, -0.120, -0.190, -0.186, -0.094, -0.121, -0.201, -0.176, -0.269, 0.095, 0.088, 0.100, 0.110, 0.081, 0.107, 0.097, 0.092, 0.094, 0.117, 0.092, 0.118, -0.068, -0.076, -0.066, 0.960, 0.950, -0.319, -0.316, -0.368, -0.104, -0.091, -0.089, -0.089, -0.108, -0.379, -0.184, -0.085, -0.073, -0.064, -0.077, -0.333, -0.108, -0.089, -0.094, -0.089, -0.087, -0.447, -0.139, -0.081, -0.085, -0.086, -0.094, 0.076, 0.088, 0.085, 0.106, 0.103, 0.103, 0.102, -0.040, 0.093, 0.100, 0.105, 0.101, 0.091, 0.100, 0.098, 0.101, 0.098, 0.101, 0.105, 0.101, 0.105, 0.081, 0.068, -0.291, 0.035, -0.065, -0.023, 0.011, -0.025, -0.443, 0.082, 0.107, 0.058, 0.126, 0.113, 0.118, 0.130]
}


{
  "formula": "C20H17Br4EuN3O7",
  "method": "the ωB97M-V functional and the def2-TZVPD basis",
  "homo_ev": [-1.2, -2.1],
  "s_squared": 15.76,
  "orbital_gap_ev": [5.1, 5.9],
  "relative_energy_kcal_mol": 0.0,
  "e_lumo_ev": [3.86, 3.86],
  "multiplicity": 8,
  "total_charge": -2,
  "symbols": ["Eu", "O", "C", "O", "C", "C", "C", "N", "C", "C", "C", "O", "O", "H", "H", "H", "Br", "C", "C", "Br", "C", "Br", "C", "O", "C", "O", "C", "Br", "N", "C", "C", "N", "C", "H", "H", "H", "H", "C", "C", "O", "C", "C", "H", "H", "H", "H", "H", "H", "H", "H", "H", "H"],
  "xyz": [[0.748, -0.418, -0.519], [-5.786, -4.568, -0.700], [-4.578, -4.893, -0.722], [-4.077, -6.009, -0.971], [-3.585, -3.748, -0.517], [-3.993, -2.556, 0.078], [-3.070, -1.541, 0.259], [-1.796, -1.642, -0.117], [-1.402, -2.783, -0.693], [-2.256, -3.854, -0.908], [0.085, -2.701, -1.032], [0.872, -2.842, -0.069], [0.390, -2.166, -2.136], [-5.029, -2.448, 0.369], [-3.361, -0.596, 0.711], [-1.906, -4.773, -1.359], [5.346, 5.299, -1.039], [4.671, 3.538, -0.791], [5.491, 2.523, -0.368], [7.333, 2.830, -0.021], [4.954, 1.227, -0.191], [6.022, -0.209, 0.462], [3.618, 0.903, -0.439], [3.109, -0.263, -0.257], [2.738, 2.003, -0.896], [1.497, 1.740, -1.107], [3.307, 3.267, -1.040], [2.106, 4.642, -1.589], [1.929, -0.710, 3.985], [0.608, -1.021, 4.244], [-0.042, -0.845, 3.064], [0.846, -0.429, 2.101], [2.016, -0.361, 2.678], [2.697, -0.750, 4.630], [0.277, -1.352, 5.211], [-1.078, -1.022, 2.826], [2.941, -0.104, 2.182], [-1.072, 2.387, 1.283], [-1.746, 2.539, -0.058], [-1.433, 1.421, -0.858], [-1.830, 1.589, -2.209], [-1.174, 0.544, -3.083], [-1.228, 3.288, 1.880], [0.002, 2.247, 1.149], [-1.464, 1.532, 1.837], [-1.396, 3.453, -0.556], [-2.839, 2.617, 0.055], [-1.530, 2.592, -2.539], [-2.926, 1.523, -2.271], [-0.088, 0.623, -3.001], [-1.439, 0.740, -4.123], [-1.481, -0.469, -2.823]],
  "lowdin_charge": [1.664, -0.075, -0.708, -0.064, -0.117, -0.021, -0.146, 0.058, -0.208, 0.049, -0.757, -0.086, -0.123, 0.102, 0.096, 0.121, 0.617, -0.784, -0.787, 0.619, -0.652, 0.671, -0.471, -0.259, -0.457, -0.272, -0.647, 0.665, 0.052, -0.109, -0.145, -0.017, -0.167, 0.142, 0.097, 0.095, 0.117, -0.073, -0.288, -0.245, -0.274, -0.079, 0.075, 0.061, 0.061, 0.114, 0.118, 0.117, 0.120, 0.057, 0.079, 0.064]
}


{
  "formula": "C4H8O2",
  "method": "the ωB97M-V functional and the def2-TZVPD basis",
  "homo_ev": [-9.0, -9.0],
  "orbital_gap_ev": [7.9, 7.9],
  "relative_energy_kcal_mol": 130.2,
  "e_lumo_ev": [-1.11, -1.11],
  "total_charge": 0,
  "symbols": ["C", "C", "C", "O", "C", "O", "H", "H", "H", "H", "H", "H", "H", "H"],
  "xyz": [[-0.573, 1.718, 0.430], [0.035, 0.469, -0.510], [-0.932, -0.392, 0.122], [1.282, 0.181, -0.257], [1.328, -1.823, -0.270], [1.903, -2.323, -1.199], [-1.626, 1.982, 0.291], [-0.337, 1.575, 1.486], [0.050, 2.520, 0.034], [-0.242, 0.760, -1.542], [-0.726, -0.689, 1.147], [0.140, -1.685, -0.300], [-1.969, -0.419, -0.213], [1.666, -1.874, 0.782]],
  "lowdin_charge": [0.005, -0.590, 0.103, -0.119, -0.247, 0.024, 0.079, 0.085, 0.090, 0.155, 0.109, 0.087, 0.109, 0.113]
}


{
  "formula": "C3H3NO3S",
  "method": "the ωB97M-V functional and the def2-TZVPD basis",
  "homo_ev": 0.8,
  "orbital_gap_ev": 5.5,
  "relative_energy_kcal_mol": 87.3,
  "e_lumo_ev": 6.33,
  "total_charge": -2,
  "symbols": ["C", "C", "C", "N", "O", "O", "O", "S", "H", "H", "H"],
  "xyz": [[-2.510, -0.039, 0.418], [-1.559, -0.094, -0.490], [0.592, 1.013, -0.570], [1.291, 0.172, -0.139], [3.338, -1.539, -0.366], [0.412, 2.067, -1.139], [3.180, -0.298, 1.679], [3.023, -0.198, 0.221], [-3.339, -0.955, 0.663], [-2.670, 0.894, 0.999], [-1.758, -1.024, -1.277]],
  "lowdin_charge": [-0.366, -0.251, -0.590, -0.096, -0.597, -0.065, -0.582, 0.562, 0.014, -0.028, -0.001]
}


| no. | largest force on an atom (eV/Å) |
| --- | --- |
| 1 | 2.60 |
| 2 | 0.13 |
| 3 | 2.74 |
| 4 | 1.65 |
| 5 | 0.75 |
| 6 | 4.75 |